{"formula": "C97H65NO15S", "method": "the ωB97M-V functional and the def2-TZVPD basis", "homo_ev": -7.548, "lumo_energy_ev": -1.2623, "total_charge": 0, "smiles": "CC(=O)OC(=O)Cc1c(CCOC=O)c(Cc2ccccc2C)cc2c1Sc1ccccc1N2.O=C1c2ccccc2C(=O)c2ccccc21.O=C1c2ccccc2C(=O)c2ccccc21.O=C1c2ccccc2C(=O)c2ccccc21.O=C1c2ccccc2C(=O)c2ccccc21.O=C1c2ccccc2C(=O)c2ccccc21", "multiplicity": 1, "species": ["C", "C", "O", "O", "C", "O", "C", "C", "C", "C", "C", "O", "C", "O", "C", "C", "C", "C", "C", "C", "C", "C", "C", "C", "C", "C", "S", "C", "C", "C", "C", "C", "C", "N", "H", "H", "H", "H", "H", "H", "H", "H", "H", "H", "H", "H", "H", "H", "H", "H", "H", "H", "H", "H", "H", "H", "H", "H", "H", "O", "C", "C", "C", "C", "C", "C", "C", "C", "O", "C", "C", "C", "C", "C", "C", "H", "H", "H", "H", "H", "H", "H", "H", "O", "C", "C", "C", "C", "C", "C", "C", "C", "O", "C", "C", "C", "C", "C", "C", "H", "H", "H", "H", "H", "H", "H", "H", "O", "C", "C", "C", "C", "C", "C", "C", "C", "O", "C", "C", "C", "C", "C", "C", "H", "H", "H", "H", "H", "H", "H", "H", "O", "C", "C", "C", "C", "C", "C", "C", "C", "O", "C", "C", "C", "C", "C", "C", "H", "H", "H", "H", "H", "H", "H", "H", "O", "C", "C", "C", "C", "C", "C", "C", "C", "O", "C", "C", "C", "C", "C", "C", "H", "H", "H", "H", "H", "H", "H", "H"], "xyz": [[3.235644, 1.249009, -2.885258], [2.592712, 2.430524, -3.863770], [2.186203, 3.607184, -3.358127], [2.446449, 2.214053, -5.310937], [1.292173, 1.324281, -5.608199], [1.464272, 0.019070, -5.280176], [-0.090814, 1.817036, -6.334371], [-1.146618, 2.609891, -5.364213], [-2.435758, 1.808983, -4.666440], [-2.544726, 0.198101, -4.960979], [-3.144705, -0.191522, -6.439197], [-2.477664, -1.473577, -6.840524], [-2.433581, -1.590598, -8.312130], [-2.226696, -2.816291, -8.864785], [-3.547003, 2.619509, -3.716160], [-4.800861, 1.812816, -3.029605], [-6.261725, 2.536472, -3.191235], [-6.745212, 3.891369, -2.385165], [-8.238619, 4.588119, -2.598919], [-9.360380, 3.905085, -3.627078], [-8.885891, 2.537505, -4.420706], [-7.370740, 1.857069, -4.233876], [-7.047483, 0.505271, -5.153534], [-3.323438, 4.247594, -3.458457], [-2.037407, 5.100619, -4.105579], [-0.997941, 4.235711, -5.024057], [0.514176, 5.106961, -5.800869], [0.065475, 6.920983, -5.662669], [0.913882, 8.015319, -6.586252], [0.619538, 9.659916, -6.537036], [-0.602669, 10.140672, -5.528964], [-1.438755, 9.042417, -4.621785], [-1.131756, 7.397774, -4.656720], [-1.960722, 6.554784, -3.730617], [4.100248, 0.642853, -3.395631], [2.327287, 0.510228, -2.661234], [3.549602, 1.701580, -1.828766], [-0.597526, 0.877610, -6.850528], [0.236071, 2.529020, -7.234544], [-3.105774, -0.369338, -4.072772], [-1.431379, -0.231092, -4.930004], [-2.910264, 0.634084, -7.239757], [-4.292050, -0.461570, -6.350799], [-2.540456, -0.665425, -9.057014], [-4.567670, 1.771491, -1.859703], [-4.901930, 0.693720, -3.373762], [-6.028816, 4.455423, -1.632242], [-8.562575, 5.569163, -2.021152], [-10.416898, 4.400360, -3.739011], [-9.659804, 2.029517, -5.171705], [-6.216391, 0.714390, -5.976579], [-8.051003, 0.092779, -5.611586], [-6.581425, -0.313706, -4.431982], [-4.108779, 4.834062, -2.782347], [1.773757, 7.662343, -7.325876], [1.239267, 10.432212, -7.174472], [-0.863333, 11.298793, -5.416366], [-2.286940, 9.487063, -3.924089], [-1.762633, 6.720678, -2.719446], [-11.271739, -0.808370, 3.352464], [-10.284269, -0.350380, 2.790884], [-10.431793, 0.659194, 1.722674], [-11.709495, 1.109606, 1.365861], [-11.854497, 2.092314, 0.385582], [-10.728220, 2.627888, -0.238651], [-9.455455, 2.167822, 0.102931], [-9.307340, 1.177034, 1.081130], [-7.958419, 0.683744, 1.423208], [-6.975072, 1.099161, 0.821004], [-7.809283, -0.310522, 2.504202], [-6.530586, -0.758482, 2.861412], [-6.377067, -1.672794, 3.904633], [-7.496115, -2.140882, 4.592747], [-8.772557, -1.706673, 4.228775], [-8.930037, -0.793191, 3.178254], [-12.592838, 0.700132, 1.852764], [-12.847012, 2.444250, 0.112861], [-10.840512, 3.402869, -0.993619], [-8.581067, 2.586850, -0.392305], [-5.651941, -0.393705, 2.331976], [-5.383198, -2.016386, 4.183175], [-7.375732, -2.846213, 5.412191], [-9.641303, -2.079462, 4.769065], [-18.566521, 7.484103, -1.409209], [-17.550836, 6.808378, -1.299643], [-17.578622, 5.361839, -1.597686], [-18.770805, 4.765358, -2.028522], [-18.795238, 3.407601, -2.350368], [-17.633224, 2.643656, -2.244925], [-16.448704, 3.232166, -1.799013], [-16.422867, 4.592590, -1.468787], [-15.169870, 5.202465, -0.980942], [-14.168896, 4.514804, -0.815510], [-15.136790, 6.651758, -0.701997], [-13.943148, 7.247316, -0.273205], [-13.893381, 8.622363, -0.039515], [-15.031431, 9.404820, -0.233107], [-16.225883, 8.810944, -0.646523], [-16.280177, 7.429989, -0.876435], [-19.680383, 5.356631, -2.118543], [-19.720640, 2.946928, -2.689094], [-17.649261, 1.588307, -2.507911], [-15.546679, 2.628380, -1.714215], [-13.049368, 6.643596, -0.124665], [-12.964705, 9.083587, 0.289499], [-14.990142, 10.478074, -0.060207], [-17.110728, 9.428532, -0.792265], [7.461180, 1.040182, 1.429494], [8.107175, 1.079482, 0.389604], [7.639958, 1.893173, -0.751312], [6.460864, 2.640516, -0.633308], [6.034281, 3.442925, -1.692485], [6.781560, 3.502871, -2.868490], [7.947157, 2.745401, -2.994545], [8.373870, 1.934121, -1.936144], [9.598312, 1.122644, -2.085102], [10.212899, 1.116416, -3.145497], [10.076032, 0.324981, -0.938424], [11.256619, -0.420293, -1.057232], [11.734121, -1.150515, 0.032085], [11.036964, -1.138585, 1.239854], [9.852422, -0.408033, 1.355912], [9.367794, 0.321381, 0.262323], [5.875391, 2.602983, 0.283671], [5.120941, 4.026135, -1.597622], [6.455840, 4.138073, -3.689226], [8.522662, 2.793203, -3.917533], [11.808860, -0.430430, -1.995480], [12.653022, -1.725324, -0.060823], [11.414231, -1.700039, 2.091859], [9.312478, -0.406580, 2.301462], [15.255819, -8.503945, 3.279676], [14.815480, -7.379635, 3.074123], [14.777576, -6.829805, 1.703602], [15.229406, -7.609457, 0.630894], [15.159625, -7.112262, -0.671264], [14.639001, -5.839969, -0.906272], [14.204670, -5.054776, 0.162885], [14.279884, -5.548263, 1.471047], [13.834771, -4.703736, 2.597363], [13.448847, -3.557597, 2.398316], [13.854079, -5.260183, 3.964605], [13.399873, -4.479990, 5.036206], [13.382704, -5.009328, 6.327466], [13.817056, -6.315359, 6.552179], [14.283669, -7.089632, 5.487711], [14.307280, -6.558877, 4.191337], [15.631862, -8.605622, 0.806170], [15.506663, -7.720646, -1.503584], [14.572869, -5.457482, -1.922397], [13.804200, -4.060438, -0.027675], [13.054644, -3.461268, 4.867666], [13.025966, -4.403466, 7.157577], [13.794688, -6.731273, 7.557161], [14.623999, -8.107343, 5.672220], [6.102505, -10.085459, 8.886839], [7.235061, -9.619588, 8.864385], [7.903438, -9.216535, 10.118537], [7.243590, -9.388760, 11.342321], [7.883937, -9.047610, 12.534487], [9.181277, -8.536461, 12.509153], [9.833727, -8.347637, 11.289759], [9.191165, -8.682523, 10.091661], [9.882235, -8.462636, 8.805577], [10.991769, -7.942625, 8.778809], [9.222517, -8.883571, 7.553802], [9.884577, -8.712646, 6.330775], [9.283044, -9.138397, 5.145559], [8.022816, -9.734783, 5.177573], [7.355122, -9.892921, 6.393918], [7.954198, -9.461347, 7.584588], [6.232974, -9.792390, 11.370198], [7.371944, -9.186179, 13.484217], [9.685077, -8.282479, 13.439131], [10.844534, -7.943269, 11.277384], [10.870717, -8.252352, 6.298531], [9.800301, -9.008496, 4.197410], [7.558030, -10.075364, 4.254832], [6.370078, -10.356648, 6.409822]], "forces_ev_per_a": [[-1.08, 0.04, -0.08], [-1.58, 5.19, 3.44], [2.80, -7.81, -3.50], [-2.81, -0.95, 1.64], [1.39, -7.01, 2.09], [-1.39, 8.55, -2.12], [0.32, 1.01, -0.63], [-3.00, 1.88, 2.71], [0.44, 3.02, 0.27], [1.02, 0.09, 0.46], [-0.29, -0.14, 0.93], [-0.66, 1.62, -4.30], [1.26, -6.99, -1.43], [-1.37, 8.37, 3.87], [3.17, 1.91, -1.90], [-0.18, 0.78, 1.12], [-3.96, 1.38, -1.05], [-2.48, -1.03, -2.23], [0.50, -3.51, -2.20], [4.88, -1.92, 0.91], [1.99, 1.82, 2.17], [-1.24, 2.82, 1.27], [0.38, 0.49, 1.19], [2.19, -1.83, -2.00], [-1.37, -4.66, 0.21], [-2.02, -0.94, 0.96], [-2.25, 0.95, 1.09], [-1.27, 3.60, 0.42], [-2.38, 1.96, 1.71], [-2.81, -3.50, 2.97], [1.09, -3.70, -0.08], [2.62, -0.66, -2.34], [2.03, 3.91, -1.92], [1.99, -1.42, -2.25], [-1.81, 1.38, 0.91], [1.99, 1.51, -0.70], [-0.63, -0.70, -2.69], [1.27, 1.88, 1.54], [-0.71, -1.29, 2.08], [1.06, 1.39, -2.16], [-2.39, 0.95, -0.13], [-0.65, -1.47, 1.66], [2.31, 0.94, -0.36], [0.11, -1.62, 2.18], [-0.54, 0.10, -2.50], [0.36, 2.45, 0.42], [-1.58, -1.50, -1.72], [1.00, -2.33, -1.26], [2.32, -1.22, 0.12], [1.98, 1.16, 1.84], [-2.02, -0.23, 1.66], [2.18, 0.94, 0.87], [-1.13, 1.60, -1.52], [1.95, -1.40, -1.73], [-2.14, 0.56, 1.90], [-1.42, -1.90, 1.45], [0.60, -2.93, -0.28], [1.96, -1.28, -1.60], [-0.02, -0.33, -1.31], [0.58, 0.23, -0.28], [-1.23, -0.46, 0.57], [-0.38, 0.31, -0.30], [0.02, 0.21, -0.21], [0.07, -0.25, 0.23], [0.27, -0.20, 0.18], [-0.24, 0.13, -0.10], [-0.35, 0.37, -0.30], [1.07, 0.58, -0.78], [-0.49, -0.26, 0.36], [0.41, -0.39, 0.38], [0.02, -0.21, 0.26], [-0.15, 0.24, -0.25], [-0.31, 0.18, -0.19], [0.32, -0.11, 0.10], [0.43, -0.37, 0.42], [0.33, 0.01, -0.01], [0.19, -0.01, 0.05], [0.05, -0.16, 0.12], [-0.11, -0.21, 0.13], [-0.33, 0.02, 0.03], [-0.18, 0.08, -0.07], [-0.05, 0.13, -0.16], [0.11, 0.19, -0.26], [0.63, -0.41, 0.07], [-1.26, 0.81, -0.14], [-0.33, -0.52, -0.19], [0.01, -0.29, -0.08], [0.12, 0.33, 0.10], [0.26, 0.25, 0.13], [-0.28, -0.16, -0.11], [-0.31, -0.49, -0.22], [1.11, -0.78, 0.18], [-0.50, 0.35, -0.09], [0.36, 0.50, 0.18], [0.01, 0.32, 0.04], [-0.12, -0.34, -0.09], [-0.28, -0.28, -0.11], [0.28, 0.15, 0.10], [0.36, 0.56, 0.16], [0.32, 0.00, 0.07], [0.17, 0.11, 0.07], [0.02, 0.20, 0.06], [-0.15, 0.28, 0.05], [-0.32, 0.00, -0.09], [-0.17, -0.11, -0.06], [-0.03, -0.21, -0.03], [0.13, -0.32, 0.01], [0.35, 0.03, -0.60], [-0.73, -0.07, 1.23], [-0.44, 0.39, -0.26], [-0.07, 0.18, -0.26], [0.17, -0.21, 0.23], [0.28, -0.25, 0.05], [-0.28, 0.19, 0.00], [-0.43, 0.43, -0.21], [0.80, -0.03, -1.27], [-0.39, 0.02, 0.64], [0.42, -0.38, 0.22], [0.11, -0.16, 0.26], [-0.22, 0.22, -0.25], [-0.32, 0.20, 0.01], [0.30, -0.18, -0.06], [0.45, -0.37, 0.28], [0.28, -0.09, -0.14], [0.15, -0.10, -0.02], [0.06, -0.12, 0.14], [-0.03, -0.15, 0.30], [-0.26, 0.13, 0.16], [-0.17, 0.11, 0.06], [-0.03, 0.08, -0.19], [0.00, 0.10, -0.32], [-0.27, 0.67, -0.14], [0.54, -1.35, 0.26], [0.11, -0.07, -0.64], [-0.03, 0.12, -0.29], [-0.03, -0.03, 0.36], [-0.08, 0.13, 0.35], [0.11, -0.19, -0.27], [0.08, -0.09, -0.61], [-0.45, 1.29, -0.19], [0.16, -0.58, 0.07], [-0.13, 0.11, 0.59], [-0.02, -0.14, 0.29], [0.04, 0.05, -0.38], [0.12, -0.14, -0.31], [-0.12, 0.19, 0.25], [-0.16, 0.04, 0.64], [-0.14, 0.26, 0.14], [-0.06, 0.10, 0.17], [0.01, -0.05, 0.20], [0.09, -0.24, 0.22], [0.12, -0.28, -0.13], [0.06, -0.12, -0.17], [-0.03, 0.05, -0.21], [-0.03, 0.25, -0.22], [0.68, 0.28, -0.01], [-1.37, -0.56, 0.03], [-0.01, 0.06, 0.65], [0.16, 0.07, 0.26], [-0.07, -0.06, -0.36], [0.08, 0.02, -0.38], [-0.14, -0.03, 0.31], [-0.01, 0.01, 0.63], [1.31, 0.60, -0.05], [-0.60, -0.28, 0.01], [0.03, -0.05, -0.64], [-0.14, -0.11, -0.26], [0.07, 0.08, 0.36], [-0.10, 0.02, 0.40], [0.15, 0.03, -0.30], [0.03, -0.10, -0.67], [0.26, 0.07, -0.19], [0.08, 0.02, -0.19], [-0.08, -0.03, -0.19], [-0.26, -0.10, -0.18], [-0.23, -0.10, 0.18], [-0.08, -0.02, 0.19], [0.07, 0.06, 0.19], [0.24, 0.16, 0.18]], "mulliken_charge": [-0.731, 0.542, -0.496, -0.268, 0.679, -0.541, -0.515, -0.132, 0.177, -1.057, -0.306, -0.304, 0.258, -0.507, 0.639, -0.059, 0.562, -0.306, -0.528, -0.436, -0.641, 0.184, -0.680, -0.803, 0.049, 0.247, -0.086, 0.436, -0.469, -0.441, -0.326, -0.454, 0.127, -0.140, 0.289, 0.292, 0.235, -0.005, 0.512, 0.411, 0.305, 0.328, 0.215, 0.280, 0.314, 0.069, 0.291, 0.250, 0.364, 0.181, 0.049, 0.355, 0.242, 0.007, 0.229, 0.282, 0.256, 0.256, 0.312, -0.685, 0.579, 0.470, -0.779, -0.332, -0.446, -0.545, 0.087, 0.500, -0.715, 0.161, -0.480, -0.491, -0.457, -0.539, 0.126, 0.446, 0.482, 0.455, 0.508, 0.453, 0.389, 0.388, 0.448, -0.685, 0.529, 0.334, -0.621, -0.439, -0.570, -0.470, 0.221, 0.470, -0.637, 0.140, -0.502, -0.559, -0.436, -0.593, 0.325, 0.456, 0.386, 0.402, 0.464, 0.541, 0.400, 0.387, 0.453, -0.679, 0.546, 0.288, -0.642, -0.516, -0.570, -0.578, 0.196, 0.622, -0.679, 0.222, -0.749, -0.423, -0.429, -0.623, 0.254, 0.475, 0.510, 0.447, 0.459, 0.442, 0.441, 0.526, 0.445, -0.681, 0.581, 0.274, -0.686, -0.391, -0.632, -0.087, 0.070, 0.455, -0.688, 0.178, -0.521, -0.552, -0.432, -0.617, 0.281, 0.459, 0.388, 0.405, 0.470, 0.449, 0.420, 0.382, 0.468, -0.677, 0.579, 0.165, -0.560, -0.451, -0.480, -0.480, 0.207, 0.476, -0.686, 0.112, -0.588, -0.594, -0.413, -0.662, 0.438, 0.450, 0.390, 0.395, 0.444, 0.691, 0.421, 0.383, 0.454]}